a:
53
Properties=species:S:1:pos:R:3 method="wB97M-V/def2-TZVPD" multiplicity=2 e_lumo_ev="-3.863 / -7.685" orbital_gap_ev="9.375 / 5.545" homo_ev="-13.238 / -13.231" total_charge=+1
C -0.798 -2.293 0.560
O -2.158 -2.454 0.071
C -0.627 -1.202 1.618
C 0.949 -0.886 1.414
C 1.233 0.334 0.630
C 0.755 0.468 -0.641
N 1.902 1.354 1.276
N -0.908 -1.451 3.024
H -0.391 -3.316 0.794
H -0.202 -2.164 -0.354
H -2.767 -2.124 0.708
H -1.132 -0.283 1.166
H 1.525 -0.635 2.373
H 1.456 -1.830 1.107
H 0.900 1.320 -1.143
H 0.348 -0.362 -1.208
H 1.938 2.228 0.820
H 1.872 1.409 2.232
H -1.730 -2.074 3.265
H -0.121 -1.771 3.591
H -0.821 1.525 -2.724
H -0.859 2.055 -4.203
O -0.249 1.777 -3.517
H 4.879 -0.120 -0.405
H 3.881 0.401 0.500
O 4.284 -0.325 0.205
H -0.923 3.142 1.107
H -1.907 2.952 2.288
O -1.095 2.572 1.870
H 0.469 0.357 -3.746
H 1.831 -0.475 -3.227
O 1.160 -0.418 -3.869
H -2.811 0.949 -1.633
H -1.416 1.070 -1.030
O -2.103 1.577 -1.493
H 2.030 -2.845 -2.566
H 0.887 -1.858 -2.559
O 0.996 -2.735 -2.328
H -2.264 -1.597 -1.316
H -1.711 -1.074 -2.724
O -2.313 -0.942 -2.012
H -0.341 4.313 -0.666
H -1.778 4.159 -0.394
O -1.027 4.517 0.018
H 3.719 -1.492 -0.966
H 3.633 -1.405 -2.563
O 3.467 -1.876 -1.746
H -3.375 -0.066 1.902
H -3.592 -1.015 3.118
O -3.888 -0.830 2.233
H -0.699 0.464 3.948
H -0.248 1.872 3.357
O 0.138 1.101 3.837

=====

b:
53
Properties=species:S:1:pos:R:3 method="wB97M-V/def2-TZVPD" multiplicity=2 e_lumo_ev="-3.146 / -7.571" orbital_gap_ev="10.222 / 5.798" homo_ev="-13.369 / -13.369" total_charge=+1
C 1.144 1.619 -0.661
N 0.711 0.240 -0.581
C 1.207 -0.474 0.589
C 2.332 -0.766 -2.181
C 0.889 -0.382 -1.907
C -0.063 -1.601 -2.031
N -1.291 -1.298 -2.431
O 0.285 -2.747 -1.760
H 0.310 2.256 -0.879
H 1.939 1.661 -1.412
H 1.575 1.972 0.277
H 1.694 -1.421 0.356
H 0.404 -0.608 1.331
H 2.040 0.078 1.052
H 3.004 -0.084 -1.657
H 2.551 -0.803 -3.253
H 2.630 -1.675 -1.676
H 0.580 0.399 -2.602
H -1.559 -0.361 -2.705
H -1.974 -2.028 -2.562
H 2.258 -2.568 3.862
H 1.138 -2.452 2.844
O 1.788 -1.914 3.332
H -3.725 0.390 -0.250
H -4.492 0.657 1.072
O -4.190 -0.067 0.508
H -1.709 4.277 1.771
H -1.756 3.001 2.620
O -1.135 3.677 2.226
H 0.675 1.807 4.154
H -0.266 2.994 3.924
O 0.143 2.460 4.641
H -1.761 1.007 -0.958
H -2.551 2.247 -1.542
O -2.533 1.268 -1.491
H -2.476 0.991 2.109
H -2.561 0.987 3.596
O -2.784 1.568 2.846
H -1.080 1.548 -3.544
H -0.218 2.593 -4.111
O -0.407 1.647 -4.204
H -0.739 -1.976 4.071
H -1.169 -3.342 3.509
O -1.346 -2.384 3.433
H 2.817 -4.625 -2.254
H 1.891 -3.517 -1.749
O 2.769 -3.908 -1.609
H -0.200 -3.766 1.287
H 1.240 -4.454 1.441
O 0.518 -4.036 1.918
H 0.818 4.703 -2.818
H 1.772 3.481 -3.106
O 0.865 3.726 -2.836

=====

Which structure is most stable? b, by 2.803 eV over the runner-up.

=====

a:
18
Properties=species:S:1:pos:R:3 method="wB97M-V/def2-TZVPD" e_lumo_ev=0.524 orbital_gap_ev=8.825 homo_ev=-8.301 smiles="Nc1cnc(C(=O)O)[nH]1.N"
N 2.117 3.693 1.189
C 0.761 3.535 1.073
C -0.262 3.625 2.019
N -1.443 3.270 1.443
C -1.176 2.990 0.184
C -2.166 2.573 -0.814
O -1.913 2.527 -2.003
O -3.615 2.852 -0.402
N 0.161 3.112 -0.070
H 2.425 4.198 2.008
H 2.619 3.955 0.350
H -0.186 3.993 3.038
H -3.572 3.275 0.471
H 0.618 2.863 -0.939
N -3.004 0.047 -0.319
H -3.384 -0.624 -0.979
H -2.822 -0.311 0.615
H -3.747 0.934 -0.217

=====

b:
18
Properties=species:S:1:pos:R:3 method="wB97M-V/def2-TZVPD" e_lumo_ev=0.498 orbital_gap_ev=9.670 homo_ev=-9.172 smiles="[H]/N=C1/N[C@H](C(=O)O)N(C)N1"
H -1.330 3.031 -1.052
N -0.543 2.810 -0.344
C -0.444 1.595 -0.013
N 0.346 1.215 1.018
C 0.658 -0.217 0.799
C 2.008 -0.223 -0.013
O 2.942 0.558 0.150
O 1.983 -1.068 -1.065
N -0.388 -0.703 -0.208
C -1.300 -1.755 0.266
N -1.087 0.454 -0.570
H 1.203 1.695 1.221
H 0.662 -0.867 1.722
H 1.038 -1.155 -1.354
H -0.599 -2.429 0.748
H -2.086 -1.413 0.872
H -1.827 -2.186 -0.574
H -1.238 0.659 -1.603

=====

Which structure is most stable? a, by 1.108 eV over the runner-up.